Record 1
{"formula": "C8H8O2", "method": "ωB97M-V/def2-TZVPD", "total_charge": 0, "e_tot_ev": -12515.1517, "e_above_lowest_kcal_mol": 100.1, "e_homo_ev": -9.1, "orbital_gap_ev": 9.97, "molar_mass_g_mol": 136.15, "largest_force_ev_per_a": 3.58, "smiles": "C=C=C1CO1.c1ccoc1", "elements": ["C", "C", "C", "C", "O", "H", "H", "H", "H", "C", "C", "C", "O", "C", "H", "H", "H", "H"], "positions_angstrom": [[2.67399, 2.25212, 0.93352], [2.45038, 1.02297, 0.59568], [2.42053, -0.14298, 0.10124], [2.02704, -1.13548, -0.79756], [2.53948, -1.46071, 0.48426], [2.00399, 2.85200, 1.67543], [3.67436, 2.56297, 0.80149], [1.10162, -1.50627, -1.12022], [2.64830, -1.35003, -1.68884], [-1.48847, -0.30148, 0.38002], [-2.84128, -0.83019, 0.65343], [-3.57313, -0.51068, -0.44325], [-2.79274, 0.12924, -1.36743], [-1.54577, 0.25329, -0.82538], [-0.65369, -0.40261, 1.07583], [-3.17210, -1.25724, 1.61254], [-4.68262, -0.75404, -0.66048], [-0.78988, 0.57913, -1.41029]], "forces_ev_per_angstrom": [[-1.373, 0.768, 2.474], [-0.170, 0.942, 0.249], [-0.884, -0.502, 0.393], [1.279, -1.097, -3.159], [0.592, -0.241, 0.615], [1.078, -1.065, -1.802], [0.880, 0.926, -0.264], [-2.031, 0.087, 0.702], [0.585, 0.171, 0.785], [-1.088, -1.131, 1.828], [0.781, 0.773, 0.198], [-1.396, -0.774, 0.262], [-0.437, -0.107, -0.004], [-1.940, -1.247, 1.014], [-0.192, 0.205, -0.528], [0.116, 0.124, -0.882], [2.316, 0.796, 0.040], [1.885, 1.373, -1.920]]}

***

Record 2
{"formula": "C4H8N2O2", "method": "ωB97M-V/def2-TZVPD", "total_charge": 0, "e_tot_ev": -11349.0972, "e_above_lowest_kcal_mol": 115.7, "e_homo_ev": -7.9, "orbital_gap_ev": 7.94, "molar_mass_g_mol": 116.12, "largest_force_ev_per_a": 5.48, "elements": ["C", "C", "C", "N", "C", "O", "N", "O", "H", "H", "H", "H", "H", "H", "H", "H"], "positions_angstrom": [[0.97648, 0.23512, -0.38142], [1.09179, 0.82585, 0.99832], [-0.74453, -0.34865, -0.94867], [1.27695, 1.16018, -1.39792], [-0.78952, -1.55261, -0.14008], [-2.37684, -0.67600, 1.21668], [-1.54346, -1.77515, 0.88323], [-1.43692, 0.49805, -1.41701], [-3.12527, -1.08705, 1.66781], [1.60098, -0.64976, -0.51048], [0.76948, 2.03072, -1.27636], [1.08010, 0.80685, -2.32885], [-0.15716, -2.37943, -0.44055], [0.73734, 1.85564, 1.03711], [2.13355, 0.79701, 1.31035], [0.50701, 0.25923, 1.72785]], "forces_ev_per_angstrom": [[-1.865, -0.926, -2.073], [-0.587, -0.395, 0.235], [3.094, 2.550, 3.743], [0.820, 1.100, -0.527], [-2.846, -1.301, -0.265], [0.363, -0.423, -0.759], [0.563, 0.498, -0.166], [-0.217, -1.167, -0.720], [0.280, -0.057, 0.119], [0.018, -0.041, 0.189], [0.002, -0.157, -0.084], [0.087, 0.133, 0.208], [0.163, 0.107, 0.229], [-0.012, 0.020, -0.134], [0.072, 0.100, 0.020], [0.067, -0.040, -0.016]]}

***

Record 3
{"formula": "C4H3InO2", "method": "ωB97M-V/def2-TZVPD", "total_charge": 2, "e_tot_ev": -13436.8341, "e_homo_ev": [-18.4, -18.5], "orbital_gap_ev": [5.64, 6.93], "molar_mass_g_mol": 197.88, "largest_force_ev_per_a": 10.26, "elements": ["C", "C", "C", "C", "H", "H", "O", "H", "O", "In"], "positions_angstrom": [[-2.18706, 0.00549, 0.16769], [-1.00339, -0.23866, 0.02779], [0.33361, -0.58590, -0.30680], [1.27005, 0.36399, -0.54381], [1.46957, -1.22928, 0.31154], [1.13592, 1.43229, -0.32740], [-3.43486, 0.40144, 0.22229], [-4.04743, -0.33561, 0.10216], [2.43284, -0.17960, -0.00008], [4.03074, 0.36585, 0.34661]], "forces_ev_per_angstrom": [[-4.538, 1.244, 0.056], [3.536, -1.438, -1.321], [-0.361, -0.350, 2.471], [-0.361, 1.036, 2.230], [-3.865, -0.682, -1.418], [0.238, -0.022, -1.348], [3.708, -0.464, -0.292], [-0.553, -0.570, 0.293], [-7.395, -1.878, -2.565], [9.590, 3.123, 1.895]]}

***

Record 4
{"formula": "C4H8O2", "method": "ωB97M-V/def2-TZVPD", "total_charge": 0, "e_tot_ev": -8372.4475, "e_above_lowest_kcal_mol": 19.2, "e_homo_ev": -10.3, "orbital_gap_ev": 11.10, "molar_mass_g_mol": 88.11, "largest_force_ev_per_a": 0.57, "smiles": "CCC(=O)CO", "elements": ["C", "C", "C", "O", "C", "O", "H", "H", "H", "H", "H", "H", "H", "H"], "positions_angstrom": [[-2.02925, 0.30877, -0.30176], [-0.81399, -0.50675, 0.09379], [0.46795, 0.28160, 0.03008], [0.51802, 1.49641, 0.02161], [1.77969, -0.45299, 0.06091], [2.81921, 0.46973, -0.01321], [-2.13200, 1.17857, 0.34690], [-2.93578, -0.29744, -0.23836], [-1.92853, 0.66929, -1.32708], [-0.71542, -1.39178, -0.54128], [-0.92767, -0.88775, 1.11714], [1.72944, -0.98714, 1.02016], [1.80997, -1.20130, -0.74308], [2.35225, 1.32510, 0.04352]], "forces_ev_per_angstrom": [[-0.133, 0.092, -0.056], [-0.057, -0.052, -0.054], [-0.093, 0.417, 0.008], [-0.521, -0.220, -0.054], [-0.305, -0.069, 0.040], [0.132, -0.269, 0.078], [-0.054, -0.039, -0.051], [0.077, 0.090, 0.020], [-0.041, 0.009, 0.059], [0.079, 0.000, 0.029], [0.131, 0.060, -0.070], [0.408, -0.202, 0.024], [0.128, 0.127, 0.102], [0.250, 0.057, -0.076]]}

***

Record 5
{"formula": "C3H11NO2", "method": "ωB97M-V/def2-TZVPD", "total_charge": 0, "e_tot_ev": -8871.6057, "e_above_lowest_kcal_mol": 66.5, "e_homo_ev": -9.4, "orbital_gap_ev": 10.00, "molar_mass_g_mol": 93.13, "largest_force_ev_per_a": 8.79, "smiles": "C=NCC.O.O", "elements": ["C", "N", "C", "C", "H", "H", "H", "H", "H", "H", "H", "O", "H", "H", "O", "H", "H"], "positions_angstrom": [[2.20022, -0.48654, -0.56243], [0.99026, -0.90625, -0.35255], [-0.09057, -0.48327, -0.94490], [-0.12554, 0.99158, -1.30449], [2.76373, 0.32550, -1.19911], [2.75036, -1.07193, 0.10766], [-0.47305, -1.10999, -1.85511], [-1.15641, -0.66426, -0.47499], [-1.15692, 1.42740, -1.08664], [0.71537, 1.60430, -0.78887], [0.00968, 1.10207, -2.35002], [-1.29492, 2.38603, 1.29738], [-1.76801, 1.55495, 1.33506], [-1.39318, 2.65880, 2.22224], [-0.87675, -2.69973, 1.90010], [-0.81405, -2.40897, 2.72522], [-0.28022, -2.21969, 1.33145]], "forces_ev_per_angstrom": [[-1.397, 0.067, 0.132], [5.073, -1.547, 1.455], [-7.891, 1.610, -3.532], [-0.308, 1.794, 0.762], [-1.847, -1.395, 0.863], [2.145, -0.286, 0.554], [1.644, 0.754, 0.869], [2.261, -0.098, 0.766], [1.596, -0.316, -0.117], [-1.717, -1.030, -0.622], [0.332, 0.374, -1.124], [-0.140, 0.149, 0.805], [-0.118, -0.482, -0.431], [0.244, 0.340, -0.281], [-1.003, -2.376, -5.290], [0.629, 2.073, 5.333], [0.499, 0.369, -0.143]]}

***

Record 6
{"formula": "C18H34N6STc", "method": "ωB97M-V/def2-TZVPD", "total_charge": 4, "e_tot_ev": -41149.8800, "e_homo_ev": [-21.7, -21.6], "orbital_gap_ev": [5.45, 6.10], "molar_mass_g_mol": 464.58, "largest_force_ev_per_a": 2.78, "spin_multiplicity": 2, "elements": ["Tc", "C", "C", "C", "C", "C", "C", "C", "C", "C", "C", "H", "H", "H", "H", "H", "H", "H", "H", "H", "H", "H", "H", "H", "H", "N", "C", "C", "N", "C", "C", "N", "H", "H", "H", "H", "H", "H", "H", "H", "H", "H", "H", "H", "H", "C", "C", "C", "N", "N", "C", "N", "S", "H", "H", "H", "H", "H", "H", "H"], "positions_angstrom": [[-0.32850, -0.10927, -0.04756], [1.45552, -3.94078, 3.16132], [1.78929, -2.69783, 2.30407], [2.41910, -1.60173, 3.16533], [0.51608, -2.34716, 1.63747], [-0.29010, -1.29760, 2.01563], [-1.62098, -1.16388, 1.50122], [-2.12431, -2.03466, 0.50141], [-3.55449, -2.07775, 0.12477], [-1.19940, -2.99212, -0.04567], [0.03289, -3.17683, 0.51829], [2.38546, -4.25648, 3.63175], [1.07702, -4.77170, 2.56337], [0.73415, -3.68873, 3.93930], [2.50081, -3.07355, 1.54543], [1.81829, -1.37208, 4.04903], [2.59686, -0.68280, 2.59924], [3.38531, -1.94348, 3.53365], [-0.00223, -0.72577, 2.88466], [-2.32435, -0.50885, 2.00738], [-3.71847, -2.37124, -0.91102], [-4.10504, -1.17008, 0.37297], [-4.01351, -2.87505, 0.73505], [-1.52903, -3.65445, -0.84242], [0.66181, -3.98769, 0.15358], [-2.22555, 0.79055, -0.62258], [-2.56687, 0.45555, -2.05577], [-1.30231, 0.54064, -2.86856], [-0.28132, -0.30972, -2.17210], [1.09960, -0.20989, -2.73456], [1.97110, -1.10042, -1.89791], [1.77879, -0.71472, -0.45339], [-3.03578, 0.60824, -0.03225], [-2.08863, 1.80218, -0.57640], [-3.32732, 1.13915, -2.43495], [-2.98868, -0.54652, -2.07766], [-0.91002, 1.55495, -2.90857], [-1.45209, 0.18007, -3.88737], [-0.57732, -1.27766, -2.30914], [1.40486, 0.83620, -2.67849], [1.09832, -0.51557, -3.78319], [3.01999, -1.00899, -2.17967], [1.69006, -2.15039, -2.00969], [2.34855, 0.11849, -0.28367], [2.19740, -1.42367, 0.13669], [-0.02019, 6.02944, -1.53840], [0.58298, 4.67030, -1.92579], [0.54906, 3.68295, -0.81203], [0.20951, 2.44582, -0.89430], [0.32291, 1.77199, 0.33579], [0.73834, 2.56458, 1.33873], [0.93918, 2.17953, 2.59261], [1.00682, 4.16171, 0.80058], [0.08105, 6.70926, -2.38070], [0.50759, 6.48508, -0.69754], [-1.07767, 5.94804, -1.28996], [1.63215, 4.80227, -2.21117], [0.07385, 4.22779, -2.78257], [0.79200, 1.23566, 2.89770], [1.24745, 2.83864, 3.29803]], "forces_ev_per_angstrom": [[-0.273, -2.759, -0.211], [-0.234, -0.394, 0.199], [0.306, 0.317, -0.242], [-0.056, -0.064, -0.168], [0.382, -0.949, -1.104], [-1.020, 0.876, 0.618], [0.311, 0.553, 0.321], [0.320, -0.266, -0.320], [-0.024, -0.009, 0.078], [-0.455, 0.443, 0.033], [0.457, 0.442, 0.513], [0.011, -0.063, 0.028], [0.008, -0.019, 0.095], [0.007, -0.055, 0.005], [-0.103, 0.172, 0.083], [-0.029, -0.044, -0.045], [0.028, 0.070, -0.010], [0.000, -0.008, -0.021], [-0.090, 0.067, 0.119], [0.081, 0.035, 0.068], [-0.006, -0.036, -0.017], [-0.025, -0.033, 0.031], [0.022, 0.041, -0.009], [-0.017, 0.056, 0.008], [0.052, 0.104, 0.058], [0.303, 0.644, -0.301], [-0.025, 0.099, 0.142], [0.079, 0.035, 0.037], [0.128, 0.353, 0.108], [-0.069, 0.157, -0.104], [0.111, -0.171, 0.110], [0.089, 0.981, -0.326], [0.039, -0.034, 0.006], [-0.023, 0.041, 0.029], [-0.013, 0.010, 0.046], [-0.010, -0.080, 0.001], [-0.008, -0.056, 0.015], [-0.007, -0.033, 0.002], [-0.037, -0.155, -0.031], [-0.026, -0.018, 0.000], [0.012, 0.008, 0.016], [0.021, -0.020, 0.022], [-0.004, 0.019, 0.006], [-0.025, -0.020, 0.018], [0.075, -0.122, 0.173], [0.036, -0.101, -0.038], [-0.008, 0.052, 0.011], [0.073, 0.177, 0.128], [-0.226, -0.500, 0.327], [-0.367, -0.093, -0.786], [0.114, -0.333, 0.326], [-0.022, 0.216, -0.180], [0.176, 0.521, 0.191], [-0.017, 0.029, -0.003], [0.012, 0.004, -0.017], [-0.002, -0.004, 0.006], [0.006, -0.004, 0.006], [-0.021, 0.018, -0.018], [-0.011, -0.088, 0.005], [-0.004, -0.007, -0.034]]}